The following is a DFT calculation (ωB97M-V with the def2-TZVPD basis set) of a structure of composition C12H34N2O6 at a distorted geometry.

The geometry in XYZ format:
```
54
Properties=species:S:1:pos:R:3:forces:R:3:nbo_charge:R:1
O -4.3926 0.3246 -0.7712 1.69 -0.34 -0.38 -0.560
O 1.6430 1.0826 3.4963 -3.59 7.40 12.54 -0.764
H 1.4394 -1.3477 -2.3524 0.62 0.89 0.20 0.155
H -3.6993 -1.2254 -1.9213 -0.11 -0.32 -0.44 0.163
H 3.4773 0.6841 -1.0300 0.50 -0.18 -0.17 0.175
C -0.1708 -1.7706 0.8815 -0.36 -2.78 -1.42 -0.089
O 0.1913 0.6762 1.2637 -10.53 4.23 -5.92 -0.682
O -0.1650 -0.4883 -1.1074 5.60 -0.87 5.31 -0.810
H -1.2481 0.3680 -3.5859 -0.55 0.07 -0.30 0.380
H -1.7729 -0.2517 -0.7497 -1.76 2.18 -1.02 0.216
H 0.4749 2.7648 3.7101 0.01 0.18 0.59 0.160
H -1.4361 -1.1702 -3.1043 -0.10 -0.37 -0.53 0.362
H -5.0919 -0.3669 1.1079 0.43 0.80 -0.02 0.195
H 2.5199 1.8062 0.9803 0.41 0.15 -0.06 0.197
H -0.6311 0.3728 0.8723 0.12 0.09 -0.96 0.506
C -4.7411 -0.7176 0.1372 -0.66 0.24 -0.20 -0.258
H 2.1839 -2.7409 -1.9013 0.64 -0.18 1.02 0.209
H -2.9028 2.0267 -1.0500 -0.16 -0.18 -0.15 0.241
H -2.3222 2.1623 -2.7038 -0.35 -0.66 -0.40 0.206
C 2.7895 0.7501 0.9888 0.35 -1.35 1.60 -0.068
C 0.9242 2.0822 2.9887 -0.60 1.87 0.11 -0.090
C 2.6288 0.2667 -0.4878 1.65 2.07 0.38 -0.108
O 2.6613 -1.1433 -0.5369 1.07 0.95 -3.12 -0.526
C 2.3491 -1.6651 -1.8425 1.34 -0.21 -0.35 -0.243
H -1.2382 2.1156 -1.4062 0.42 -0.07 0.11 0.207
H -3.9200 -1.4039 0.3443 -0.07 -0.23 -0.25 0.163
H -0.2395 -2.3574 -1.2716 -0.71 -1.45 0.74 0.191
H 4.5742 -0.5299 1.6328 -0.86 -0.26 0.15 0.216
C -0.2706 1.7069 2.0866 0.32 1.82 -0.28 -0.115
H 3.2614 -1.4070 -2.3803 -0.36 -0.18 -0.82 0.196
O 1.2521 -1.9274 0.8523 -5.27 -3.72 1.38 -0.737
H -5.6496 -1.1834 -0.2445 0.25 -0.78 -0.26 0.176
H 1.7965 0.7724 -0.9773 -0.60 -0.73 0.27 0.202
C -0.7302 -1.6545 -0.5983 3.45 -1.19 1.51 -0.154
H 4.7718 0.8857 0.7306 1.03 0.08 -0.16 0.178
H -1.2013 1.4043 2.5668 0.14 -0.03 0.55 0.169
C -2.1607 1.6512 -1.7547 1.55 1.76 1.51 -0.635
H -3.8878 0.3433 -2.7715 -0.23 -0.24 -0.11 0.188
H 4.6361 1.0547 2.3943 -1.11 0.07 0.40 0.232
H -1.8186 -1.6553 -0.6561 0.11 -0.97 0.19 0.173
H -0.4933 2.4505 1.3215 -0.29 1.09 0.80 0.176
H -0.5495 -0.9555 1.4984 0.09 -1.37 0.21 0.164
C -3.5092 -0.1530 -1.8779 -3.00 -1.29 0.08 -0.073
H 1.6640 -1.2671 0.2902 -0.57 -0.58 -1.10 0.478
H 0.1114 -0.6767 -2.0072 -0.20 0.77 0.53 0.530
C 4.1988 0.4915 1.5698 1.62 1.26 -2.66 -0.617
C -2.0708 0.1389 -1.7227 -2.48 4.00 -0.04 -0.091
H 1.6411 2.6972 2.4447 -0.38 0.81 -0.75 0.134
N -1.1672 -0.2487 -2.7902 -3.32 -0.07 -4.60 -0.855
N 1.9443 0.0386 1.9431 8.15 -7.91 -10.67 -0.831
H 1.9500 0.4736 2.8207 3.02 -1.17 2.87 0.398
H 0.9836 0.3337 1.8427 3.43 -3.32 1.64 0.401
H -0.5511 -2.7173 1.2653 -0.17 0.01 0.29 0.183
H 1.9633 -0.9006 1.5720 0.37 0.22 2.17 0.386
```
Forces are in eV/Å.

Output
HOMO energy ... -6.74 eV
Spin multiplicity ... 1
ΔE to the lowest compared entry with this formula, charge and spin ... 389.13 kcal per mole
Net charge ... 0
E ... -28241.9256 eV
Frontier orbital gap ... 0.2614 Eh